The following is a DFT calculation (ωB97M-V with the def2-TZVPD basis set) of a structure of composition C28H30CdN6O4Se.

Atoms and positions in Å:
Cd1 1.944357 -1.707134 0.400940
N1 -4.895340 -3.109586 2.936586
C1 -4.424817 -3.022212 1.611307
O1 -5.230301 -3.196776 0.686404
C2 -3.036661 -2.683551 1.445722
C3 -2.173855 -2.298149 2.501239
C4 -0.861623 -2.005145 2.238300
N2 -0.311905 -2.031860 1.017833
C5 -1.117418 -2.398299 0.002105
C6 -2.440533 -2.715645 0.158588
H1 -5.799118 -3.556837 2.991706
H2 -4.233222 -3.438258 3.622690
H3 -2.539591 -2.199408 3.511677
H4 -0.198245 -1.703033 3.038508
H5 -0.644722 -2.414266 -0.972890
H6 -3.049440 -2.984376 -0.691668
C7 -2.450600 3.543628 2.350670
N3 -1.878142 2.969433 1.149394
N4 -0.477268 3.009901 1.110399
C8 0.037050 1.777560 0.647574
O2 1.212732 1.538337 0.512936
C9 -1.141805 0.984780 0.385197
C10 -2.232901 1.684029 0.754590
C11 -3.657760 1.261603 0.745358
C12 0.173213 4.222674 0.933509
C13 1.530730 4.320789 1.236244
C14 2.197915 5.507862 1.020261
C15 1.532899 6.612095 0.508226
C16 0.183958 6.519249 0.212783
C17 -0.496503 5.333687 0.418782
H7 -2.059205 4.553445 2.475483
H8 -2.201975 2.960135 3.244824
H9 -3.532468 3.587314 2.235539
H10 -1.109052 0.003999 -0.040195
H11 -3.740354 0.279151 0.289325
H12 -4.266700 1.972162 0.185322
H13 -4.051501 1.196554 1.760699
H14 2.039289 3.454823 1.623360
H15 3.251287 5.577148 1.256652
H16 2.066194 7.537008 0.332542
H17 -0.341068 7.374897 -0.195784
H18 -1.540175 5.252932 0.151780
C18 2.954316 -3.246649 -2.799430
C19 2.326228 -2.082842 -3.503763
C20 2.125374 -2.084782 -4.860997
C21 1.571348 -0.996298 -5.525416
C22 1.236749 0.129901 -4.781610
C23 1.418825 0.184438 -3.422122
C24 1.046589 1.409529 -2.640364
C25 1.958484 -0.942325 -2.697057
N5 2.167878 -0.876319 -1.425907
H19 3.300277 -4.003994 -3.505052
H20 2.237329 -3.700098 -2.111299
H21 3.800180 -2.902945 -2.198424
H22 2.409075 -2.964606 -5.433950
H23 1.409452 -1.020716 -6.596664
H24 0.824276 0.999194 -5.290386
H25 0.986508 2.291188 -3.285190
H26 1.780245 1.570439 -1.851233
H27 0.079072 1.277171 -2.145129
Se1 0.992435 1.469798 3.951472
C26 1.749661 0.234437 2.972832
N6 2.262000 -0.618528 2.378736
C27 3.241226 -5.738247 0.760769
C28 2.797913 -4.260540 0.638338
O3 1.639636 -4.060073 0.231644
O4 3.617476 -3.380198 0.947584
H28 2.521634 -6.374474 0.251874
H29 3.282218 -6.015576 1.812143
H30 4.228241 -5.867547 0.324086

Forces on the atoms, in the same order (eV/Å):
Cd 0.947 0.431 -0.619
N 0.442 -0.185 -0.756
C -3.190 -0.642 0.131
O 1.313 0.335 1.012
C 3.088 0.783 -0.661
C -1.511 -0.504 -0.625
C 1.083 0.364 -0.380
N -1.486 -0.608 0.253
C 1.081 0.206 0.227
C -1.301 -0.188 0.956
H 0.059 0.071 -0.063
H -0.023 0.110 0.022
H 0.022 0.031 0.115
H 0.057 0.069 0.034
H 0.079 0.023 -0.080
H 0.006 -0.055 -0.054
C 0.056 -0.122 0.283
N -0.039 0.307 -0.538
N -0.259 -0.186 0.314
C 0.758 0.002 -0.001
O -0.453 0.303 0.059
C -0.662 -0.087 0.156
C 0.548 -0.184 -0.210
C 0.033 0.077 0.124
C 0.072 0.481 -0.203
C 0.016 -0.251 0.108
C 0.021 0.167 -0.059
C 0.092 0.171 -0.018
C 0.026 0.156 0.006
C -0.121 -0.119 0.055
H -0.096 -0.022 -0.017
H 0.055 -0.009 -0.024
H -0.017 0.059 -0.022
H -0.001 0.002 -0.127
H -0.013 -0.049 -0.048
H -0.060 0.000 -0.017
H -0.072 -0.007 0.055
H 0.028 -0.097 0.079
H 0.042 -0.048 -0.003
H 0.020 0.050 0.006
H -0.018 -0.017 -0.010
H -0.068 -0.058 0.001
C -0.149 0.161 -0.077
C 0.142 -0.351 -0.353
C 0.046 -0.219 -0.019
C -0.142 0.012 -0.724
C -0.046 0.177 -0.002
C -0.228 0.395 -0.361
C 0.197 -0.141 -0.139
C 0.194 -0.179 0.186
N -0.276 0.404 0.982
H -0.002 -0.093 -0.145
H 0.116 -0.083 0.121
H -0.004 -0.041 0.141
H 0.050 -0.111 -0.063
H 0.015 -0.004 -0.095
H -0.050 0.077 -0.049
H -0.074 0.031 -0.081
H -0.032 0.011 0.074
H -0.064 0.051 0.146
Se -0.764 1.133 1.101
C 0.591 -0.857 -0.305
N 0.011 -0.436 -0.235
C -0.198 0.427 -0.195
C 0.744 -1.369 0.071
O -1.092 -0.030 0.065
O 0.303 0.337 0.365
H -0.013 -0.078 -0.018
H 0.057 0.002 0.127
H 0.112 0.007 0.020

For the HOMO energy (alpha / beta), the calculation gives 0.94 / 0.94 eV. As for the energy relative to the best compared isomer or geometry (same formula, charge and spin): 248.8 kJ/mol. The charge is -2. For the HOMO-LUMO gap (alpha / beta), the calculation gives 2.457 / 2.455 eV.